(A)
The following is a DFT calculation (ωB97M-V with the def2-TZVPD basis set) of a single C4H12N2S molecule.

The molar mass comes out at 120.221 g mol⁻¹. The HOMO energy is -8.764 eV. Its structure (SMILES) is NCCNCCS. The HOMO-LUMO gap is 9.651 eV.

```
19
C4H12N2S ωB97M-V with the def2-TZVPD basis set
C 0.0800 1.0633 -0.6475
N -0.1878 -0.3152 -0.3025
C 0.3311 -0.8961 1.0930
C -0.5536 -0.6211 2.4143
S -1.5854 -2.0869 3.0684
C 0.1136 1.3844 -2.1844
N 0.6599 0.3309 -2.9082
H -0.6375 1.7634 -0.0582
H 1.1773 1.3940 -0.1721
H -0.3978 -2.7230 3.2470
H 1.3571 -0.4806 1.0726
H 0.3321 -2.0569 0.8313
H 0.0264 -0.0069 3.0461
H -1.2983 0.0744 2.1733
H 0.4512 2.3186 -2.4740
H -0.8499 1.5276 -2.4750
H 0.4997 -0.5422 -2.2898
H -1.2146 -0.6088 -0.3643
H 1.6964 0.4811 -3.0700
```

(B)
The following is a DFT calculation (ωB97M-V with the def2-TZVPD basis set) of a single C4H12N2S molecule.

The molar mass comes out at 120.221 g mol⁻¹. The HOMO energy is -8.598 eV. Its structure (SMILES) is CN[C@@H](CN)CS. The HOMO-LUMO gap is 9.456 eV.

```
19
C4H12N2S ωB97M-V with the def2-TZVPD basis set
C -2.2234 0.4635 0.9796
N -1.2568 0.7672 -0.1923
C 0.0467 0.1718 0.0316
C 1.2580 1.1414 0.1359
S 2.7145 0.1612 0.2093
C 0.2234 -0.9209 -1.2098
N 0.5818 -2.2412 -0.4865
H -2.4125 -0.7278 0.9006
H -3.0977 1.1066 1.0725
H -1.5580 0.5331 1.9875
H -1.2073 1.8062 -0.3229
H 0.0560 -0.2952 1.1323
H 1.0292 1.8329 0.9538
H 1.2288 1.6220 -0.7704
H 3.4245 0.8243 -0.7153
H -0.5745 -0.8136 -1.9505
H 0.9948 -0.9082 -1.9465
H 1.0121 -1.8676 0.3780
H -0.2398 -2.6559 -0.1869
```

(C)
The following is a DFT calculation (ωB97M-V with the def2-TZVPD basis set) of a single C4H12N2S molecule.

The molar mass comes out at 120.221 g mol⁻¹. The HOMO energy is -9.057 eV. Its structure (SMILES) is NC[C@@H](N)CCS. The HOMO-LUMO gap is 9.969 eV.

```
19
C4H12N2S ωB97M-V with the def2-TZVPD basis set
N 0.9852 1.7432 0.6964
C 0.4998 0.4652 -0.0784
C 0.7292 -0.8264 0.7013
C 0.1569 -2.0599 -0.0421
S 0.6515 -2.6447 -1.6083
C -1.0826 0.5616 -0.3527
N -1.6640 1.8368 -0.4551
H 0.5123 2.6396 0.4868
H 0.5470 1.6294 1.6178
H 1.1052 0.4306 -1.0571
H 1.8303 -0.8152 0.9065
H 0.0816 -0.7596 1.5814
H 0.2180 -2.9479 0.6721
H -0.8827 -1.8547 0.0272
H 1.8470 -2.1332 -1.4401
H -1.5263 -0.0031 -1.2563
H -1.5159 -0.0080 0.5124
H -1.2132 2.3160 -1.2196
H -1.2794 2.4303 0.3078
```

(D)
The following is a DFT calculation (ωB97M-V with the def2-TZVPD basis set) of a single C4H12N2S molecule.

The molar mass comes out at 120.221 g mol⁻¹. The HOMO energy is -8.895 eV. Its structure (SMILES) is C[C@@H](CS)NCN. The HOMO-LUMO gap is 9.565 eV.

```
19
C4H12N2S ωB97M-V with the def2-TZVPD basis set
C -1.8054 -0.3301 -0.5631
C -0.2829 -0.1065 -0.6334
C 0.3252 0.6968 -1.7900
S 1.6426 -0.4802 -2.4115
N 0.1351 0.4784 0.6836
C 0.2261 -0.3735 1.9056
N 1.2038 0.2511 2.8022
H -2.3468 0.6272 -0.4889
H -1.9194 -1.0731 0.2668
H -2.1479 -1.0174 -1.3766
H 0.0623 -1.1393 -0.5880
H 0.4251 1.6940 -1.4030
H -0.4314 0.6018 -2.5916
H 2.2158 -0.6014 -3.6582
H -0.5399 1.2339 0.7628
H 0.8166 -1.2592 1.6216
H -0.7298 -0.6588 2.3209
H 0.9846 1.2545 2.7004
H 2.1663 0.2020 2.4405
```

The structure with the least stability is (B).

(A)
The following is a DFT calculation (ωB97M-V with the def2-TZVPD basis set) of a single C3H3NO molecule.

The molar mass comes out at 69.063 g mol⁻¹. The HOMO energy is -10.893 eV. Its structure (SMILES) is N#C[C@@H]1CO1. The HOMO-LUMO gap is 11.079 eV.

```
8
C3H3NO ωB97M-V with the def2-TZVPD basis set
C -0.0953 -0.0590 1.4797
C 0.1411 0.4595 0.0415
C -0.3554 -0.2649 -0.9572
H 0.8988 1.3214 0.0233
H -0.2107 -0.0155 -2.0982
H -1.1264 -0.8954 -0.7497
N -0.1314 0.1488 2.7382
O 0.8792 -0.6948 -0.4777
```

(B)
The following is a DFT calculation (ωB97M-V with the def2-TZVPD basis set) of a single C3H3NO molecule.

The molar mass comes out at 69.063 g mol⁻¹. The HOMO energy is -10.556 eV. Its structure (SMILES) is N#CCC=O. The HOMO-LUMO gap is 11.067 eV.

```
8
C3H3NO ωB97M-V with the def2-TZVPD basis set
O -2.0538 0.0321 -0.2926
C -1.0418 0.5427 0.1277
C 0.2079 -0.4240 0.1051
C 1.5474 0.0489 -0.2552
N 2.6045 0.4151 -0.5497
H -1.4318 1.5255 0.4242
H -0.1095 -1.1866 -0.6262
H 0.2772 -0.9537 1.0667
```

(C)
The following is a DFT calculation (ωB97M-V with the def2-TZVPD basis set) of 2 unconnected molecules or ions with the total composition C3H3NO.

The molar mass comes out at 69.063 g mol⁻¹. The HOMO energy is -9.302 eV. Its structure (SMILES) is C=C=O.C#N. The HOMO-LUMO gap is 10.224 eV.

```
8
C3H3NO ωB97M-V with the def2-TZVPD basis set
O 0.9259 -0.6591 -1.2911
C 0.7058 -0.7286 -0.1438
C 0.5496 -0.8513 1.1491
N -1.3727 1.3640 0.0771
C -1.0634 1.4077 -1.0334
H 1.3242 -1.4473 1.6075
H -0.3190 -0.5043 1.6924
H -0.7504 1.4189 -2.0578
```

The structure with the least stability is (A).

(A)
The following is a DFT calculation (ωB97M-V with the def2-TZVPD basis set) of a molecular structure, C7H12.

The molar mass comes out at 96.173 g mol⁻¹. The HOMO energy is -7.592 eV. The HOMO-LUMO gap is 8.592 eV.

```
19
C7H12 ωB97M-V with the def2-TZVPD basis set
C -2.6188 0.1095 -0.0698
C -1.3528 -0.6417 -0.3412
C -0.2764 0.2091 -1.0184
C 0.8283 0.0366 0.0081
C 2.0424 -0.8017 -0.2543
C 2.1790 0.6815 -0.0258
C -0.0102 -0.1801 1.2439
H -3.1155 0.1200 -1.0517
H -2.5060 1.1656 0.2327
H -3.2943 -0.4021 0.6235
H -0.8083 -1.0353 0.7853
H -0.0356 -0.1481 -2.0274
H -0.5548 1.2767 -1.0899
H 2.1859 -1.1820 -1.2623
H 2.3824 -1.4728 0.5310
H 2.4237 1.3099 -0.8794
H 2.6184 1.0177 0.9106
H -0.5031 0.7163 1.6271
H 0.4158 -0.7788 2.0579
```

(B)
The following is a DFT calculation (ωB97M-V with the def2-TZVPD basis set) of a single C7H12 molecule.

The molar mass comes out at 96.173 g mol⁻¹. The HOMO energy is -9.113 eV. Its structure (SMILES) is C[C@@H]1C=C[C@H](C)C1. The HOMO-LUMO gap is 10.329 eV.

```
19
C7H12 ωB97M-V with the def2-TZVPD basis set
C 0.2349 1.2230 -2.0151
C 0.4928 -0.0826 -1.2577
C 1.0067 0.1340 0.1895
C 0.1147 -0.7151 1.1341
C -0.4346 0.0861 2.3160
C -0.9678 -1.2267 0.2124
C -0.7648 -0.8926 -1.0582
H -0.5261 1.8196 -1.4971
H 1.1475 1.8269 -2.0779
H -0.1170 1.0248 -3.0360
H 1.2213 -0.6693 -1.8363
H 2.0652 -0.1284 0.2872
H 0.9203 1.1960 0.4580
H 0.6837 -1.5679 1.5341
H -1.0334 0.9324 1.9576
H 0.3795 0.4860 2.9314
H -1.0730 -0.5300 2.9599
H -1.8083 -1.8127 0.5773
H -1.4138 -1.1592 -1.8898
```

(C)
The following is a DFT calculation (ωB97M-V with the def2-TZVPD basis set) of a molecular structure, C7H12.

The molar mass comes out at 96.173 g mol⁻¹. The HOMO energy (spin up / spin down) is -7.783 / -8.275 eV. The HOMO-LUMO gap (spin up / spin down) is 8.052 / 8.958 eV.

```
19
C7H12 ωB97M-V with the def2-TZVPD basis set
C -1.9744 1.1411 -0.0216
C -1.0519 -0.0156 -0.2924
C -0.1391 -0.4052 0.8337
C 0.6669 -1.7223 0.6415
C 1.8525 -0.9392 0.1553
C 1.3557 -0.0794 -0.8882
C 1.1438 0.3539 0.5014
H -2.4515 1.5262 -0.9253
H -1.4478 1.9581 0.4775
H -2.7915 0.8118 0.6497
H -1.5192 -0.7863 -0.8963
H -0.0293 1.5176 -1.4067
H -0.6064 -0.3140 1.8205
H 0.2877 -2.4896 -0.0324
H 0.8936 -2.1735 1.6001
H 2.8726 -1.2272 0.3495
H 0.5875 1.9000 -1.6838
H 0.7910 -0.3325 -1.7582
H 1.5599 1.2760 0.8757
```

The structure with the least stability is (C).

(A)
The following is a DFT calculation (ωB97M-V with the def2-TZVPD basis set) of a single C7H12 molecule.

The molar mass comes out at 96.173 g mol⁻¹. The HOMO energy is -8.769 eV. Its structure (SMILES) is C=C(C)C(=C)CC. The HOMO-LUMO gap is 9.674 eV.

```
19
C7H12 ωB97M-V with the def2-TZVPD basis set
C 0.3709 2.3133 1.1787
C -0.4350 1.5296 0.1438
C -0.5249 0.0320 0.3785
C -1.5915 -0.7258 0.6648
C 0.8860 -0.3528 -1.7700
C 0.4527 -0.7152 -0.5734
C 0.6755 -2.2101 -0.1864
H 1.2876 1.8045 1.4547
H -0.1933 2.3585 2.1364
H 0.6791 3.3295 1.0131
H -1.4959 1.7805 0.2193
H 0.0298 1.6268 -0.8455
H -1.4526 -1.7932 0.6376
H -2.4791 -0.2550 1.1044
H 1.2251 -1.1381 -2.4678
H 1.0938 0.6392 -2.1686
H 0.6495 -2.1620 0.9271
H -0.1713 -2.8125 -0.7070
H 1.5649 -2.7789 -0.3203
```

(B)
The following is a DFT calculation (ωB97M-V with the def2-TZVPD basis set) of 2 unconnected molecules or ions with the total composition C7H12.

The molar mass comes out at 96.173 g mol⁻¹. The HOMO energy is -8.009 eV. The HOMO-LUMO gap is 8.961 eV.

```
19
C7H12 ωB97M-V with the def2-TZVPD basis set
C 1.5752 1.1308 -2.4819
C 0.0237 0.9198 -0.2418
C -0.8886 -0.1887 -0.6267
C -0.5484 -0.3964 0.8652
C -1.4127 -0.0667 2.0376
C -1.0208 -1.4897 1.7802
C 0.9000 0.0778 0.6137
H 1.2199 1.5171 -3.4383
H 1.5231 0.0378 -2.4780
H 2.6005 1.4526 -2.2898
H 0.9338 1.5600 -1.6972
H -1.8983 0.0949 -0.9324
H -0.5169 -1.0572 -1.1870
H -2.4340 0.2360 1.8244
H -0.9416 0.4599 2.8628
H -1.7659 -2.1726 1.3825
H -0.2741 -1.9488 2.4214
H 1.4663 -0.7619 0.1886
H 1.4587 0.5954 1.3968
```

(C)
The following is a DFT calculation (ωB97M-V with the def2-TZVPD basis set) of 2 unconnected molecules or ions with the total composition C7H12.

The molar mass comes out at 96.173 g mol⁻¹. The HOMO energy is -8.040 eV. The HOMO-LUMO gap is 8.992 eV.

```
19
C7H12 ωB97M-V with the def2-TZVPD basis set
C 2.7968 0.1756 1.8427
C 0.7693 0.3274 -0.3449
C 0.1450 -1.0159 -0.2677
C -0.9648 0.0017 -0.6253
C -1.5819 0.2584 -1.9631
C -2.4265 -0.2760 -0.8497
C -0.3384 1.0282 0.3493
H 3.7152 -0.4154 1.8603
H 1.9876 -0.3896 2.3149
H 2.9478 1.1148 2.3800
H 2.5378 0.3964 0.8012
H 0.4699 -1.7654 -0.9923
H -0.1136 -1.4563 0.7047
H -1.3024 -0.4134 -2.7699
H -1.7066 1.2972 -2.2561
H -2.7262 -1.3197 -0.8745
H -3.1307 0.3914 -0.3615
H -0.6334 0.7371 1.3665
H -0.4436 2.1008 0.1739
```

The structure with the least stability is (B).